Density functional theory data (ωB97M-V with the def2-TZVPD basis set) for a gas-phase ion, C5H13N3 (charge -1) in a non-equilibrium geometry.

Geometry (Å):
C1 0.60 -2.61 -0.42
C2 0.80 -1.15 -0.10
C3 -0.44 -0.35 -0.36
C4 0.06 0.95 -1.08
N1 -1.09 2.50 1.01
C5 -1.41 2.65 -0.30
N2 -0.77 2.06 -1.25
N3 1.22 -0.94 1.38
H1 -0.14 -2.88 0.17
H2 1.53 -3.09 -0.15
H3 0.27 -2.92 -1.39
H4 1.75 -0.72 -0.64
H5 -1.08 0.08 0.54
H6 -1.07 -0.96 -0.94
H7 0.96 1.20 -0.61
H8 0.40 0.52 -2.03
H9 -0.31 1.82 1.17
H10 -1.23 3.23 1.77
H11 -2.30 3.17 -0.69
H12 1.79 -1.69 1.79
H13 0.47 -0.85 2.13

- net charge = -1
- Kohn-Sham gap (alpha / beta) (eV) = 2.4127 / 8.2163
- strongest force on any atom (eV/Å) = 4.804
- multiplicity = 2
- E_LUMO (alpha / beta) (eV) = 3.69 / 3.52
- ΔE to the lowest compared entry with this formula, charge and spin (kJ/mol) = 226.2
- <S²> = 0.750
- HOMO (alpha / beta) (hartree) = 0.0470 / -0.1725